(1)
Below is a cluster of 6 separate species, C38H60BrF2N5O12 in total at a distorted geometry, with properties calculated with the ωB97M-V functional and the def2-TZVPD basis.

XYZ file:
```
118
C38H60BrF2N5O12 the ωB97M-V functional and the def2-TZVPD basis
C -2.009 4.336 -2.931
C -0.782 3.228 -3.081
C -0.423 2.563 -1.626
O -1.229 1.337 -1.312
C -0.449 0.681 -0.249
C -1.324 -0.233 0.793
C -2.612 0.431 1.627
C -3.066 2.017 1.464
C -2.394 2.811 2.750
C -0.754 2.814 2.760
C -0.081 3.449 4.130
O -0.715 3.526 5.303
O 1.314 3.933 4.054
C -3.522 -0.449 2.720
F -4.655 0.221 3.457
C -3.194 -2.039 3.060
F -3.968 -2.875 4.025
C -1.917 -2.702 2.256
C -1.013 -1.833 1.149
C 0.251 -2.645 0.414
O 0.558 -2.471 -0.876
C 1.045 -3.718 1.422
C 2.674 -3.864 1.311
C 3.250 -4.104 -0.205
O 4.177 -3.215 -0.659
Br 2.701 -5.562 -1.460
C 0.222 -4.506 2.425
C 0.947 -5.577 3.467
C 1.892 -4.799 4.606
C 1.107 -3.524 5.312
O 1.884 -2.296 5.033
C -1.432 -4.279 2.528
O -2.295 -5.279 2.811
H -2.356 4.360 -1.789
H -2.906 4.077 -3.658
H -1.562 5.402 -3.144
H -0.957 2.453 -3.950
H 0.174 3.861 -3.410
H -0.603 3.311 -0.737
H 0.703 2.171 -1.673
H 0.036 1.561 0.396
H 0.447 0.134 -0.765
H -4.239 2.036 1.655
H -2.807 2.483 0.422
H -2.809 3.917 2.819
H -2.729 2.190 3.712
H -0.297 1.716 2.663
H -0.326 3.475 1.863
H 1.689 3.550 3.193
H 3.125 -2.828 1.695
H 3.147 -4.687 2.002
H 1.647 -6.277 2.839
H 0.128 -6.146 4.085
H 2.194 -5.542 5.481
H 2.889 -4.383 4.154
H -0.022 -3.451 5.011
H 1.146 -3.676 6.488
H 1.514 -1.815 4.231
C -2.404 5.296 -6.785
O -2.215 4.639 -5.769
N -3.631 5.534 -7.367
C -3.772 6.324 -8.572
C -4.819 4.976 -6.753
H -1.569 5.765 -7.331
H -4.414 7.183 -8.359
H -4.231 5.705 -9.348
H -2.800 6.680 -8.925
H -4.904 5.358 -5.731
H -4.722 3.887 -6.716
H -5.711 5.248 -7.324
C 2.776 4.955 -4.394
O 2.528 5.326 -3.254
N 2.350 5.578 -5.549
C 2.686 5.076 -6.864
C 1.540 6.774 -5.443
H 3.385 4.056 -4.589
H 3.242 5.847 -7.406
H 1.762 4.843 -7.401
H 3.299 4.172 -6.796
H 2.099 7.536 -4.892
H 0.627 6.537 -4.888
H 1.279 7.153 -6.435
C 0.310 -5.138 8.812
O 0.689 -5.296 7.659
N 1.096 -5.272 9.938
C 0.571 -5.068 11.272
C 2.491 -5.627 9.782
H -0.733 -4.866 9.044
H 1.128 -4.258 11.751
H 0.697 -5.991 11.846
H -0.490 -4.806 11.242
H 2.986 -4.866 9.172
H 2.558 -6.590 9.266
H 2.983 -5.696 10.756
C 3.819 1.702 -3.188
O 3.549 2.316 -4.212
N 4.881 0.836 -3.031
C 5.133 0.145 -1.783
C 5.772 0.609 -4.149
H 3.205 1.802 -2.277
H 6.126 0.425 -1.419
H 5.098 -0.933 -1.963
H 4.387 0.408 -1.029
H 6.219 1.562 -4.448
H 5.196 0.211 -4.989
H 6.562 -0.097 -3.876
C -4.295 -4.679 -2.441
O -5.484 -4.731 -2.152
N -3.265 -4.460 -1.551
C -1.880 -4.412 -1.972
C -3.576 -4.270 -0.149
H -3.948 -4.810 -3.479
H -1.324 -5.194 -1.447
H -1.467 -3.432 -1.717
H -1.791 -4.569 -3.050
H -4.096 -5.158 0.223
H -4.238 -3.405 -0.045
H -2.663 -4.108 0.431
```

* lowest unoccupied orbital energy: -2.20 eV
* gap between HOMO and LUMO: 6.61 eV
* electronic energy: -147855.399 eV
* HOMO energy: -8.81 eV
* multiplicity: 1
* SMILES string: CCCOCc1c(CCCC(=O)O)c(F)c(F)c2c1C(=O)C(CC(=O)Br)=C(CCCO)C2=O.CN(C)C=O.CN(C)C=O.CN(C)C=O.CN(C)C=O.CN(C)C=O

---

(2)
Below is a cluster of 31 separate species, H62O31 in total at a distorted geometry, with properties calculated with the ωB97M-V functional and the def2-TZVPD basis.

XYZ file:
```
93
H62O31 the ωB97M-V functional and the def2-TZVPD basis
O 17.053 12.880 11.722
H 17.331 13.731 12.060
H 16.127 12.997 11.510
O 16.284 8.695 12.810
H 15.913 9.538 13.069
H 15.678 8.046 13.166
O 12.547 14.930 7.263
H 12.431 15.014 6.316
H 12.399 14.001 7.441
O 8.795 14.084 8.265
H 8.399 14.601 7.564
H 8.409 13.214 8.170
O 9.526 13.579 10.948
H 8.954 13.007 10.437
H 9.172 14.458 10.810
O 7.960 11.334 8.359
H 8.193 11.021 9.233
H 7.096 10.958 8.191
O 11.168 8.171 9.310
H 11.111 8.877 9.953
H 12.068 8.210 8.988
O 9.371 6.182 8.711
H 9.409 5.493 9.375
H 9.982 6.849 9.022
O 15.390 11.135 13.866
H 15.766 12.013 13.800
H 15.232 11.011 14.801
O 10.831 8.876 16.460
H 11.167 9.702 16.111
H 10.164 9.138 17.095
O 12.170 10.730 14.333
H 12.270 11.617 14.679
H 13.066 10.409 14.234
O 6.241 11.459 11.429
H 7.119 11.130 11.238
H 5.777 10.706 11.795
O 14.609 13.423 11.017
H 14.312 12.606 10.616
H 14.033 13.543 11.772
O 14.929 10.489 16.554
H 15.881 10.410 16.608
H 14.650 9.708 16.076
O 13.011 11.358 9.681
H 13.616 11.184 8.959
H 12.369 11.965 9.313
O 12.358 16.296 11.434
H 11.803 16.007 10.709
H 12.577 15.491 11.904
O 9.764 11.153 6.249
H 9.322 10.872 7.051
H 9.064 11.502 5.698
O 13.681 7.267 8.191
H 14.528 7.275 7.745
H 13.096 6.807 7.588
O 14.073 8.164 15.313
H 13.754 7.460 14.748
H 14.234 7.740 16.156
O 10.679 12.471 16.272
H 10.344 12.477 15.375
H 10.081 13.042 16.754
O 11.375 10.314 11.431
H 11.693 10.702 12.246
H 11.734 10.873 10.742
O 10.260 13.224 13.640
H 9.946 13.267 12.737
H 10.765 14.028 13.758
O 9.810 8.757 13.907
H 9.997 8.363 14.759
H 10.493 9.419 13.793
O 11.219 12.655 8.033
H 10.888 12.072 7.349
H 10.470 13.206 8.261
O 11.474 5.833 11.456
H 11.074 6.643 11.141
H 11.852 5.432 10.674
O 8.782 10.589 10.789
H 9.466 10.880 11.393
H 8.763 9.637 10.888
O 13.380 14.292 13.577
H 14.187 14.533 14.031
H 12.681 14.532 14.186
O 15.353 10.821 7.621
H 15.730 10.139 7.066
H 16.075 11.097 8.187
O 8.934 8.011 11.543
H 9.512 8.251 12.268
H 8.170 7.619 11.966
O 14.500 6.864 10.915
H 13.925 6.448 10.273
H 14.655 7.742 10.566
O 7.235 9.560 14.133
H 8.177 9.401 14.199
H 6.877 8.745 13.782
```

* lowest unoccupied orbital energy: -0.19 eV
* gap between HOMO and LUMO: 10.26 eV
* electronic energy: -64482.706 eV
* ΔE to the lowest compared entry with this formula, charge and spin: 271.55 kJ/mol
* HOMO energy: -10.44 eV
* multiplicity: 1

---

(3)
Below is a cluster of 4 separate species, C14H27BrCl6FN2O2 in total at a distorted geometry, with properties calculated with the ωB97M-V functional and the def2-TZVPD basis.

XYZ file:
```
53
C14H27BrCl6FN2O2 the ωB97M-V functional and the def2-TZVPD basis
C 2.617 -1.167 1.560
C 1.764 -1.416 0.358
O 1.978 -2.263 -0.467
N 0.592 -0.525 0.216
C 0.594 0.163 -1.080
N -0.625 -1.291 0.480
C -1.511 -0.480 1.380
C -2.253 0.639 0.689
O -1.779 1.714 0.555
F -3.481 0.371 0.272
C -1.266 -1.890 -0.724
C -2.225 -3.036 -0.416
C -3.612 -2.697 0.116
Br -1.343 -4.396 0.643
H 3.458 -0.526 1.302
H 2.951 -2.113 1.973
H 2.033 -0.647 2.318
H 0.848 -0.503 -1.918
H -0.352 0.640 -1.319
H 1.351 0.945 -1.049
H -0.330 -2.092 1.056
H -0.849 0.003 2.089
H -2.142 -1.138 1.968
H -0.485 -2.285 -1.369
H -1.801 -1.156 -1.324
H -2.410 -3.484 -1.390
H -4.214 -3.597 0.004
H -3.627 -2.443 1.170
H -4.072 -1.942 -0.515
Cl -3.052 0.444 4.010
C -2.644 1.923 4.932
C -1.157 2.150 5.001
Cl -0.331 0.918 5.988
H -3.087 1.823 5.918
H -3.118 2.759 4.421
H -0.959 3.117 5.458
H -0.709 2.138 4.010
Cl 1.516 -2.360 -6.967
C 2.786 -1.823 -5.843
C 2.329 -1.888 -4.410
Cl 1.059 -0.672 -4.057
H 3.078 -0.814 -6.123
H 3.640 -2.484 -5.980
H 3.163 -1.676 -3.743
H 1.928 -2.867 -4.164
Cl 0.362 5.712 -1.212
C 1.439 4.772 -0.154
C 2.640 4.240 -0.893
Cl 2.189 2.982 -2.080
H 0.855 3.967 0.286
H 1.770 5.438 0.642
H 3.333 3.782 -0.189
H 3.162 5.028 -1.429
```

* net charge: +1
* lowest unoccupied orbital energy: -3.12 eV
* gap between HOMO and LUMO: 9.71 eV
* electronic energy: -169918.551 eV
* HOMO energy: -12.83 eV
* multiplicity: 1